No. 1
Molecular formula: C2H3NO3S
Method: DFT, ωB97M-V with the def2-TZVPD basis set

```
! RIJCOSX wB97M-V def2-TZVPD def2/J DEFGRID3
* xyz 0 1
S -1.47490 0.52872 -2.39689
O 0.30446 -0.00990 -0.08770
O -1.54621 1.03962 -0.74439
O -1.04052 1.07969 1.41805
N -0.57077 -0.42676 -2.97581
C 1.11566 -0.62159 0.93088
C -0.74597 0.73371 0.31488
H 1.79035 -0.01377 1.45574
H 1.75438 -1.38613 0.35485
H 0.41352 -0.92358 1.73040
*
```

Largest force on an atom (Eh/bohr): 0.040
Energy relative to the best compared isomer or geometry (same formula, charge and spin) (eV): 1.949
Molecular weight (g/mol): 121.12
HOMO-LUMO gap (eV): 9.7

No. 2
Molecular formula: C8H15NO3S
Method: DFT, ωB97M-V with the def2-TZVPD basis set

```
! RIJCOSX wB97M-V def2-TZVPD def2/J DEFGRID3
* xyz 0 1
S 0.17341 1.77130 -0.06601
O -1.39923 -2.32983 1.73474
O -1.48174 -0.10635 2.16773
O 0.23489 2.83989 -1.07198
N 0.83155 -1.32147 -0.12505
C 1.77364 1.00146 -0.30603
C -0.63137 -0.95739 -0.05327
C 1.89245 -0.41480 0.33490
C -1.23633 -1.17606 1.36503
C -0.84924 0.41482 -0.78498
C -0.50542 0.18420 -2.28616
C 1.87134 -0.35726 1.88876
C -2.33715 0.85670 -0.75590
H -0.48831 1.10370 -2.87664
H 2.48497 1.64931 0.16501
H 0.98342 -2.27113 0.26404
H -2.42525 1.82591 -1.31386
H 1.87167 -1.36832 2.28512
H -1.18523 -1.66016 -0.67155
H 0.99972 0.22117 2.24125
H -2.99888 0.13007 -1.22736
H -1.20433 -0.52313 -2.73282
H -1.79615 -0.47515 3.00276
H -2.68763 1.01163 0.26668
H 2.01585 0.95839 -1.37298
H 2.86183 -0.86559 0.06973
H 2.75426 0.15255 2.24209
H 0.47725 -0.29446 -2.38325
*
```

Largest force on an atom (Eh/bohr): 0.041
Energy relative to the best compared isomer or geometry (same formula, charge and spin) (eV): 0.168
Molecular weight (g/mol): 205.28
HOMO-LUMO gap (eV): 9.5

No. 3
Molecular formula: CH2N2OS
Method: DFT, ωB97M-V with the def2-TZVPD basis set

```
! RIJCOSX wB97M-V def2-TZVPD def2/J DEFGRID3
* xyz 0 1
S -0.07254 0.51638 0.13820
O 0.52045 1.71517 0.63112
N -0.94102 0.49031 -1.10293
N 1.89201 -1.57643 0.03468
C 1.15435 -0.69824 0.18637
H -1.22154 -0.02224 1.64064
H -1.33171 -0.42494 -1.52807
*
```

Largest force on an atom (Eh/bohr): 0.097
Energy relative to the best compared isomer or geometry (same formula, charge and spin) (eV): 3.566
Molecular weight (g/mol): 90.11
HOMO-LUMO gap (eV): 9.1

No. 4
Molecular formula: C15H26IN2OP
Method: DFT, ωB97M-V with the def2-TZVPD basis set

```
! RIJCOSX wB97M-V def2-TZVPD def2/J DEFGRID3
* xyz 0 1
I 4.13899 3.92044 3.50961
P 1.57641 1.08391 -0.91994
O -1.87965 1.22410 1.46752
N 2.56105 -2.86467 1.04073
N -2.05518 -0.58253 0.11851
C 3.04707 2.32253 1.13522
C -4.38396 -0.24601 -0.64473
C 4.37107 2.77890 1.71438
C -1.72617 0.77908 0.36991
C 1.43282 -1.72684 -0.87002
C -1.20737 1.63273 -0.75458
C -0.19441 0.93453 -1.68969
C -3.95224 -1.58615 1.32054
C 2.10131 -0.54543 -1.62414
C -5.75256 -0.44115 -0.50039
C -6.21579 -1.20220 0.56972
C 3.29037 1.45318 -0.09336
C -5.32246 -1.77858 1.46598
C 2.43102 -2.82448 -0.43128
C -3.49235 -0.81452 0.26448
H 0.66582 -2.17725 -1.49468
H -5.70038 -2.37291 2.28219
H 4.94882 3.33884 0.98966
H 3.45835 -2.49706 1.31939
H 2.51714 1.74722 1.89134
H -4.00394 0.34731 -1.46174
H 3.88296 2.03582 -0.79939
H -6.43103 0.01057 -1.20342
H 1.00607 1.13005 0.37965
H -0.21560 1.48361 -2.62932
H -7.28080 -1.33219 0.68840
H 2.04760 -3.78023 -0.77119
H 1.76610 -0.56228 -2.65725
H -3.24501 -2.01227 2.01046
H -2.01963 2.04714 -1.34509
H 3.78362 0.53085 0.20697
H 3.17961 -0.64121 -1.58747
H 4.95687 1.90532 1.97668
H -1.81185 -0.80314 -0.84029
H 2.47143 -3.81436 1.36763
H -0.47250 -0.09406 -1.91233
H 2.41660 3.17430 0.88023
H -0.68850 2.45856 -0.27129
H 1.69160 2.34408 -1.58338
H 0.91736 -1.36378 0.01317
H 3.39130 -2.61976 -0.89738
*
```

Largest force on an atom (Eh/bohr): 0.026
Molecular weight (g/mol): 408.26
HOMO-LUMO gap (eV): 8.8

No. 5
Molecular formula: C19H22N2O2S2
Method: DFT, ωB97M-V with the def2-TZVPD basis set

```
! RIJCOSX wB97M-V def2-TZVPD def2/J DEFGRID3
* xyz 0 1
S 4.00172 -1.68068 0.24312
S 1.18887 -2.54384 0.79121
O -0.05155 -1.13737 -2.53250
O 0.95030 1.99138 -2.88649
N 1.90075 -1.30116 -1.34689
N 0.68015 1.48076 -0.71112
C 1.90209 2.60072 1.15889
C -4.40427 -3.74632 1.34928
C -0.87317 3.42639 -0.60778
C 2.68266 -0.52881 -2.29008
C 2.43413 -1.78337 -0.19719
C -3.57283 -3.14044 0.43046
C -0.70234 1.91908 -0.79145
C -1.67920 -3.59108 1.84344
C -2.19242 -3.05050 0.65922
C 2.80654 0.93308 -1.84098
C 1.30574 3.90261 0.62008
C -2.51609 -4.19685 2.75906
C -0.22425 3.96666 0.66665
C -3.87906 -4.27747 2.51783
C 0.54038 -1.48238 -1.53955
C 1.41172 1.55043 -1.85332
C -1.38203 -2.40883 -0.34204
C 1.21315 1.33244 0.62429
C -0.05527 -2.16852 -0.38044
H -3.98343 -2.72830 -0.47980
H 2.96312 2.58235 0.90103
H -1.27091 1.37439 -0.03144
H -2.10389 -4.61055 3.66724
H -5.46507 -3.80763 1.15707
H 3.30547 0.99259 -0.87677
H -4.52886 -4.75304 3.23689
H 1.83108 2.58527 2.24817
H -1.07126 1.63301 -1.77946
H 3.67152 -0.98550 -2.37526
H 1.91655 0.49890 0.67728
H -0.43690 3.93007 -1.47193
H -0.62100 -3.53986 2.04622
H 3.40558 1.46094 -2.58311
H -0.52718 5.01003 0.77773
H -0.59618 3.42516 1.53926
H -1.94264 3.64553 -0.59604
H 2.15679 -0.57418 -3.24705
H -1.91220 -2.05291 -1.22011
H 1.72384 4.72253 1.20779
H 1.62960 4.04862 -0.41271
H 0.37023 1.07663 1.27131
*
```

Largest force on an atom (Eh/bohr): 0.021
Energy relative to the best compared isomer or geometry (same formula, charge and spin) (eV): 0.000
Molecular weight (g/mol): 374.53
HOMO-LUMO gap (eV): 7.6

No. 6
Molecular formula: C36H27AsLuN5O2S2
Method: DFT, ωB97M-V with the def2-TZVPD basis set

```
! RIJCOSX wB97M-V def2-TZVPD def2/J DEFGRID3
* xyz 0 1
Lu -5.10324 20.91066 5.42993
As -3.61814 17.16967 5.27842
S -6.49025 18.66552 5.55622
S -7.00487 22.55146 3.80547
O -7.88744 22.72977 2.66969
O -7.37804 21.55464 4.90731
N -3.19689 21.01759 4.18352
N -6.56126 22.66759 9.25984
N -5.55556 21.93779 3.56545
N -8.83119 21.79721 9.65411
N -5.23722 22.01208 7.34146
C -6.55762 15.37212 2.07826
C -5.55298 16.24282 1.70033
C -1.97244 20.56247 4.52013
C -0.63012 15.18105 7.44989
C -1.65495 14.99880 4.87356
C -4.58909 22.18301 2.59804
C -6.51918 26.26341 6.35568
C -0.51984 14.26970 5.22303
C 0.00546 14.41554 6.53301
C -5.66027 15.59956 8.72328
C -5.68600 24.82964 4.56868
C -7.75389 22.20308 9.44710
C -4.58831 16.62070 2.58902
C -0.92198 20.51960 3.60397
C -7.95134 24.61906 5.30753
C -2.25063 21.67065 1.98591
C -4.82753 16.75434 6.75126
C -4.73391 15.70857 7.67762
C -5.84224 22.28413 8.32308
C -6.89061 24.13413 4.55464
C -6.72558 16.47830 8.79411
C -3.34151 21.55584 2.89435
C -1.03745 21.08963 2.37235
C -6.20129 27.08028 7.55657
C -5.52621 25.88908 5.43120
C -2.46824 22.31583 0.76818
C -2.25705 15.85353 5.80991
C -6.93063 17.47218 7.81516
C -4.67055 16.18982 3.92263
C -5.96547 17.58974 6.75970
C -1.71930 15.92425 7.08109
C -5.60174 15.23059 4.29753
C -3.71244 22.91300 0.44653
C -7.79391 25.64379 6.19561
C -6.51612 14.75127 3.33149
C -4.80166 22.76825 1.30887
H -5.76174 23.28590 1.12128
H -1.64223 22.34107 0.04166
H -5.53327 16.67530 0.70149
H -3.81914 23.50908 -0.47072
H -7.37612 15.22082 1.39930
H -2.09787 14.88263 3.85523
H -2.15060 16.63036 7.82320
H -3.81474 17.36254 2.36277
H -7.82980 18.13015 7.81660
H -5.50673 14.80830 9.49713
H -7.27611 13.98927 3.64371
H -0.26984 15.21313 8.47721
H 0.96233 13.91906 6.66870
H -8.91270 24.15305 5.09084
H -0.02326 19.97155 3.88977
H -6.71138 28.06586 7.56098
H -6.45308 26.49680 8.47086
H -1.87121 20.17628 5.52372
H -8.65730 25.93583 6.83456
H -0.19427 21.17911 1.70384
H -4.59717 26.47676 5.34595
H -3.94556 14.99843 7.55386
H -5.70728 14.89322 5.29447
H -7.42858 16.43813 9.63517
H -4.87535 24.58845 3.86634
H 0.00720 13.71793 4.45147
H -5.09963 27.24172 7.54507
*
```

Largest force on an atom (Eh/bohr): 0.069
Energy relative to the best compared isomer or geometry (same formula, charge and spin) (eV): 1.194
Molecular weight (g/mol): 875.67
HOMO-LUMO gap (eV): 6.1

- What is the formula in the third record?
  CH2N2OS

- Number 3 is which compound?
  CH2N2OS